<one>
ORCA calculation (ωB97M-V/def2-TZVPD) on a cluster of 3 separate species, C4H14NO3 in total.

Geometry (Å):
C 0.9546 0.4071 0.4032
N 0.7894 -0.7032 1.3321
C 1.1028 -1.9862 0.7123
O 0.1575 -2.4402 -0.2001
C 0.4189 1.7212 0.9833
C -1.0777 1.5469 1.3701
H 0.3888 0.2193 -0.5167
H 2.0119 0.4984 0.1640
H -0.1573 -0.6884 1.6840
H 1.1853 -2.7364 1.5188
H 2.0347 -1.9195 0.1248
H 1.0538 2.0041 1.8221
H 0.3575 2.4504 0.1746
H -1.2308 1.2470 2.4067
H -1.4655 0.7890 0.6876
H -1.6376 2.4721 1.2292
H -0.6749 0.6124 -2.3259
H -0.0952 0.0370 -3.5507
O -0.2315 0.9047 -3.1316
H -0.6719 -1.7164 -1.1722
H -2.0479 -1.3115 -1.6694
O -1.1649 -1.4080 -2.0459

Output
Kohn-Sham gap   0.2624 hartree
LUMO   3.78 eV
Spin multiplicity   1
Total charge   -1



<two>
ORCA calculation (ωB97M-V/def2-TZVPD) on a cluster of 3 separate species, C4H14NO3 in total.

Geometry (Å):
C 0.8807 1.6118 -1.4434
N -0.3437 1.3512 -0.6828
C -1.0521 0.1576 -1.1324
C -2.2358 -0.1068 -0.1844
C -1.8610 0.0203 1.2909
O -0.6163 -0.5236 1.6154
H 0.6758 1.4411 -2.5063
H 1.6437 0.8674 -1.1844
H 1.0947 2.6640 -1.3622
H -0.0747 1.1622 0.2823
H -0.4483 -0.7572 -1.0753
H -1.2514 0.2550 -2.2049
H -2.9509 0.6923 -0.4328
H -2.5985 -1.1071 -0.4365
H -1.8439 1.0841 1.5834
H -2.5470 -0.5588 1.9440
H 1.2058 -2.5014 1.0768
H 0.4713 -1.2086 0.6665
O 1.2539 -1.8125 0.4056
H 3.2375 -1.6216 1.4510
H 3.4952 -0.2071 0.8935
O 3.8652 -0.9023 1.4359

Output
Kohn-Sham gap   0.2678 hartree
LUMO   3.94 eV
Spin multiplicity   1
Total charge   -1



Question: of the structures shown, which is the least stable? Reply: <two>.